Version one
Molecular formula: C7H11N
Method: DFT, ωB97M-V with the def2-TZVPD basis set

For the lowest unoccupied orbital energy, the calculation gives 0.0371 hartree. As for the molar mass: 109.172 Da. The net charge is 0.

Each line ends with the natural charge from an NBO analysis.
Cartesian coordinates (Å):
C: -2.45037 -1.15907 0.14353  -0.229
C: -3.14354 0.03754 0.53364  -0.204
C: -2.47405 1.26468 0.11041  -0.235
C: -1.30403 1.23873 -0.55021  -0.195
C: -0.66118 0.12316 -0.95245  -0.232
C: -1.22599 -1.04196 -0.63066  -0.212
H: -3.07086 -2.02162 0.33844  0.219
H: -3.97974 0.01196 1.37124  0.228
H: -2.84982 2.21948 0.47680  0.215
H: -0.65856 2.23903 -0.72575  0.211
H: 0.45729 0.13033 -1.28630  0.222
H: -0.66650 -1.95093 -0.78636  0.209
C: 2.81708 -0.66266 0.17600  -0.419
N: 3.41261 0.73308 0.07321  -0.802
H: 3.51558 -1.22344 -0.47042  0.189
H: 2.91137 -1.09522 1.14596  0.179
H: 1.85997 -0.62845 -0.26862  0.189
H: 3.10230 1.16363 0.88164  0.333
H: 4.40846 0.62173 0.41991  0.333


Version two
Molecular formula: C7H11N
Method: DFT, ωB97M-V with the def2-TZVPD basis set

For the lowest unoccupied orbital energy, the calculation gives 0.0369 hartree. As for the molar mass: 109.172 Da. The net charge is 0.

Each line ends with the natural charge from an NBO analysis.
Cartesian coordinates (Å):
C: -0.48150 0.08261 1.47171  -0.396
C: 0.51885 -0.98526 1.09996  -0.273
C: 1.55691 -0.18347 -0.03819  -0.252
C: 0.18288 -1.62486 -0.30159  -0.203
C: -0.73685 0.36564 -0.81383  -0.085
C: -1.12055 1.71781 -0.86615  -0.378
C: -0.42402 1.14867 0.42128  -0.297
H: -0.76338 0.53569 2.71291  0.201
H: -1.49697 -0.38454 1.30541  0.213
H: 1.06057 -1.71187 1.67465  0.237
H: 2.68692 -0.71306 -0.27454  0.237
H: 1.38788 1.00889 0.12909  0.202
H: 1.27210 -2.37553 -0.52756  0.184
H: -0.79848 -2.08372 -0.64584  0.200
H: -1.73092 -0.15986 -0.80711  0.204
H: -0.31265 2.28128 -1.52381  0.251
H: -2.28815 1.75876 -0.68580  0.240
H: 0.46922 1.70922 0.36549  0.190
N: 0.50565 -0.42744 -1.08029  -0.475


Result of the stability comparison: version two is the least stable of them.


Version one
Molecular formula: C7H11N
Method: DFT, ωB97M-V with the def2-TZVPD basis set

For the lowest unoccupied orbital energy, the calculation gives 0.0387 hartree. As for the molar mass: 109.172 Da. The net charge is 0.

Each line ends with the natural charge from an NBO analysis.
Cartesian coordinates (Å):
C: -1.59472 0.48648 -0.08522  -0.422
C: -1.44039 -0.92141 -0.06400  -0.233
N: -0.10262 -1.19055 0.38839  -0.478
C: 1.10285 -1.18364 -0.44086  -0.195
C: 1.71273 0.04803 0.29367  -0.245
C: 0.86851 1.08962 -0.53673  -0.445
C: -0.17217 1.14014 0.43561  -0.220
C: 0.45348 -0.12423 1.21522  -0.038
H: -1.84331 0.61566 -1.23254  0.191
H: -2.57550 0.71778 0.49130  0.206
H: -1.62947 -1.18193 -1.16148  0.220
H: -2.27853 -1.22465 0.80325  0.187
H: 2.07653 -1.95499 -0.14477  0.160
H: 1.04247 -1.23940 -1.62221  0.199
H: 2.95053 0.14012 0.37730  0.240
H: 1.21965 2.18053 -0.32463  0.221
H: 0.49857 0.97696 -1.63441  0.221
H: -0.57616 1.96414 0.84516  0.213
H: 0.28753 -0.33865 2.39695  0.218


Version two
Molecular formula: C7H11N
Method: DFT, ωB97M-V with the def2-TZVPD basis set

For the lowest unoccupied orbital energy, the calculation gives 0.0379 hartree. As for the molar mass: 109.172 Da. The net charge is 0.

Each line ends with the natural charge from an NBO analysis.
Cartesian coordinates (Å):
C: -0.02518 0.52736 -2.52482  -0.428
C: 0.43448 0.27623 -1.26206  0.015
C: 1.76927 0.31685 -0.63723  -0.482
C: 1.40855 -0.41092 0.88791  -0.206
C: -1.17849 -0.61740 1.67851  -0.252
C: -2.01400 -0.39285 0.35827  -0.396
C: -0.61135 0.26303 -0.03117  -0.071
H: -1.17262 0.89095 -2.55818  0.211
H: 0.72899 1.13349 -3.26400  0.206
H: 2.35351 1.23556 -0.31207  0.240
H: 2.61738 -0.17131 -1.14874  0.237
H: 1.59436 0.33023 1.80541  0.165
H: 1.85890 -1.31533 1.04198  0.193
H: -1.09025 0.28882 2.45390  0.188
H: -1.11550 -1.62270 1.94908  0.226
H: -2.77721 0.29370 0.47440  0.198
H: -2.28389 -1.35300 -0.21852  0.234
H: -0.47917 1.15400 0.55247  0.159
N: -0.01777 -0.82671 0.75486  -0.438


Version three
Molecular formula: C7H11N
Method: DFT, ωB97M-V with the def2-TZVPD basis set

For the lowest unoccupied orbital energy, the calculation gives 0.0338 hartree. As for the molar mass: 109.172 Da. The net charge is 0.

Each line ends with the natural charge from an NBO analysis.
Cartesian coordinates (Å):
C: 2.46001 1.51708 -2.26985  -0.249
C: 1.76959 0.70530 -1.72335  -0.004
C: 0.98815 -0.24993 -0.86708  -0.474
C: 0.01787 0.49300 0.05971  -0.083
N: 0.77560 1.29283 1.00545  -0.814
C: -0.91257 -0.55651 0.65785  0.025
C: -0.62843 -1.19493 1.78294  -0.423
C: -2.17656 -0.80121 -0.10885  -0.644
H: 3.01546 2.27592 -2.74094  0.230
H: 0.46989 -0.70170 -1.74844  0.248
H: 1.68748 -0.85714 -0.28512  0.237
H: -0.58375 1.19197 -0.53485  0.200
H: 1.44243 0.72129 1.51253  0.350
H: 0.15617 1.71843 1.68638  0.364
H: -1.27526 -1.96122 2.17824  0.199
H: 0.28965 -1.03038 2.32459  0.190
H: -2.75632 -1.60497 0.33715  0.218
H: -2.78720 0.10200 -0.12331  0.217
H: -1.95220 -1.05982 -1.14305  0.215


Result of the stability comparison: version one is the least stable of them.


Version one
Molecular formula: C4H16N2O2
Method: DFT, ωB97M-V with the def2-TZVPD basis set

For the lowest unoccupied orbital energy, the calculation gives 0.0247 hartree. As for the molar mass: 124.184 Da. The net charge is 0.

Each line ends with the natural charge from an NBO analysis.
Cartesian coordinates (Å):
C: 0.37379 1.80192 -1.85147  -0.412
N: 0.28022 1.53740 -0.42891  -0.621
C: -1.06222 1.68826 0.12623  -0.213
C: -1.16561 0.87215 1.41488  -0.438
C: -1.53367 -0.59549 1.16658  -0.225
N: -0.48690 -1.58473 0.95541  -0.848
H: -0.08139 1.05001 -2.50789  0.157
H: 1.40519 1.95420 -2.12063  0.199
H: -0.11270 2.75408 -2.06546  0.192
H: 0.63713 0.61528 -0.21995  0.348
H: -1.88697 1.39253 -0.53823  0.155
H: -1.19033 2.75856 0.29238  0.185
H: -0.23975 0.97986 1.98887  0.219
H: -1.92795 1.30915 2.06971  0.208
H: -2.15107 -0.92894 1.98996  0.192
H: -2.23430 -0.70129 0.33336  0.173
H: 0.18976 -1.33074 0.26133  0.362
H: -0.07553 -1.88169 1.82261  0.361
O: 0.54461 -2.27506 -1.97433  -0.938
H: -0.13596 -1.59481 -1.89601  0.465
H: -0.00073 -3.07265 -2.07560  0.475
O: 2.50361 -0.71513 1.02942  -0.940
H: 2.93167 -1.45022 1.47982  0.471
H: 2.76855 -0.83462 0.10974  0.473


Version two
Molecular formula: C4H16N2O2
Method: DFT, ωB97M-V with the def2-TZVPD basis set

For the lowest unoccupied orbital energy, the calculation gives 0.0303 hartree. As for the molar mass: 124.184 Da. The net charge is 0.

Each line ends with the natural charge from an NBO analysis.
Cartesian coordinates (Å):
C: -2.63916 -0.06270 -0.60794  -0.628
C: -1.31079 0.36699 -1.44340  -0.212
N: -0.19428 -0.09446 -0.64748  -0.705
C: 1.10176 0.62950 -1.20272  -0.239
C: 2.26831 0.45077 -0.10107  -0.221
N: 2.44474 1.38385 1.02242  -0.849
H: -2.68642 -1.11295 -0.26067  0.208
H: -2.83683 0.50790 0.23549  0.204
H: -3.62208 0.03026 -1.18874  0.209
H: -1.35616 -0.19826 -2.38303  0.193
H: -1.37176 1.42127 -1.51991  0.172
H: -0.24169 -0.01700 0.42963  0.398
H: 1.38322 0.11275 -2.13147  0.205
H: 0.92782 1.78174 -1.22575  0.173
H: 3.28126 0.58244 -0.77858  0.184
H: 2.15127 -0.58300 0.21994  0.195
H: 2.89265 2.22724 0.72334  0.365
H: 1.55561 1.62499 1.52837  0.348
O: -1.02467 -2.97765 0.52172  -0.976
H: -0.30996 -3.46844 0.09540  0.472
H: -1.03580 -2.04302 0.15979  0.494
O: -0.05015 -0.04789 2.71728  -0.968
H: -0.06239 -0.95758 2.93879  0.495
H: 0.73550 0.44324 2.89861  0.483


Result of the stability comparison: version two is the least stable of them.